Version P
The molecule C6H11P, computed with ωB97M-V/def2-TZVPD.

Each atom is followed by the atoms it is bonded to, with distances in Å.
Positions of all 18 atoms, in Å:
1 C -1.0933 -0.5817 -0.4992  C2 1.375, C5 1.582, P7 1.910
2 C 0.2596 -0.5910 -0.7431  C1 1.375, C6 1.472, H8 1.023
3 C -2.2689 1.4551 0.7327  C5 1.582, H9 1.072, H10 1.135, H11 1.053
4 C 2.5196 -0.7920 0.2294  C6 1.559, H12 1.054, H13 1.055, H14 1.199
5 C -2.0295 0.6868 -0.6297  C1 1.582, C3 1.582, H15 1.143, H16 1.084
6 C 1.2828 -1.5626 -0.3238  C2 1.472, C4 1.559, H17 1.087, H18 1.053
7 P -2.3799 -1.7741 0.2570  C1 1.910
8 H 0.6507 0.3375 -0.9202  C2 1.023
9 H -3.0800 2.1462 0.6122  C3 1.072
10 H -1.4008 2.0937 1.0897  C3 1.135
11 H -2.5365 0.7268 1.4445  C3 1.053
12 H 3.4053 -1.3519 0.3447  C4 1.054
13 H 2.5260 -0.3362 1.1813  C4 1.055
14 H 2.6028 0.2111 -0.4215  C4 1.199
15 H -1.6479 1.3701 -1.4625  C5 1.143
16 H -3.0353 0.3315 -0.8219  C5 1.084
17 H 0.8853 -2.3113 0.3573  C6 1.087
18 H 1.7074 -2.0962 -1.1261  C6 1.053

Gap between HOMO and LUMO (spin up / spin down) ... 6.933 / 6.732 eV


Version Q
A cluster of 2 separate species, C6H11P in total, computed with ωB97M-V/def2-TZVPD.

Each atom is followed by the atoms it is bonded to, with distances in Å.
Positions of all 18 atoms, in Å:
1 C -0.0125 1.2398 0.4359  C2 1.281, C3 1.516, P7 1.803
2 C 0.9211 2.1141 0.3617  C1 1.281, H8 1.063, H9 1.208
3 C -0.7214 0.2580 -0.4753  C1 1.516, C4 1.538, C5 1.532, P7 1.926
4 C 0.2481 -0.5313 -1.3717  C3 1.538, H10 1.144, H11 1.094, H12 1.104
5 C -2.0037 0.7439 -1.1593  C3 1.532, H13 1.036, H14 1.094, H15 1.018
6 C 1.2351 -2.2465 2.2528  H16 1.161, H17 1.029, H18 1.127
7 P -0.9862 0.0882 1.4248  C1 1.803, C3 1.926
8 H 1.2272 2.7516 1.1550  C2 1.063
9 H 1.4840 2.2559 -0.6976  C2 1.208
10 H -0.3940 -1.1593 -2.0796  C4 1.144
11 H 0.9226 -1.1735 -0.7974  C4 1.094
12 H 0.7681 0.1573 -2.0604  C4 1.104
13 H -2.6145 -0.0673 -1.3631  C5 1.036
14 H -1.7237 0.9943 -2.1873  C5 1.094
15 H -2.4551 1.4883 -0.6325  C5 1.018
16 H 1.4391 -1.5885 3.1872  C6 1.161
17 H 1.8576 -2.0807 1.4501  C6 1.029
18 H 0.8080 -3.2443 2.5569  C6 1.127

Gap between HOMO and LUMO (spin up / spin down) ... 7.783 / 7.992 eV


Stability check: which of them is least stable? version Q.